Below is a molecular structure, C38H36F3NS3SbSiW, with properties calculated with wB97M-V/def2-TZVPD.

The HOMO-LUMO gap (spin up / spin down) is 4.82 / 4.82 eV. The charge is +3.

Each line ends with the Löwdin charge.
Positions of all 84 atoms, in Å:
W: 0.42826 0.15381 -0.15513  0.999
C: 0.84436 2.12562 0.04277  -0.346
Si: 2.67651 1.84148 -0.27649  0.636
C: 2.76032 0.03248 0.60788  -0.235
N: 2.03726 -1.17745 0.10453  -0.350
C: 2.58580 -1.61369 -1.23735  -0.166
C: 2.52117 -3.11538 -1.42184  -0.150
C: 3.43271 -3.80187 -0.40283  -0.140
C: 3.30843 -3.13434 0.98046  -0.131
C: 2.02893 -2.32749 1.09235  -0.169
C: 2.91073 1.70348 -2.11647  -0.285
C: 4.09192 1.16133 -2.66158  -0.092
C: 4.43834 1.39011 -3.97749  -0.037
C: 3.61564 2.17011 -4.78750  -0.026
C: 2.45275 2.72317 -4.27994  -0.047
C: 2.10707 2.49485 -2.95379  -0.114
C: 3.89972 2.79835 0.69313  -0.262
C: 3.97383 2.75270 2.09196  -0.088
C: 4.91743 3.50756 2.76328  -0.043
C: 5.79046 4.31960 2.04685  -0.025
C: 5.72219 4.38267 0.66411  -0.038
C: 4.77982 3.62633 -0.01679  -0.072
H: 0.22381 2.68296 -0.66442  0.041
H: 0.72261 2.54650 1.04590  0.073
H: 2.50429 0.14804 1.66915  0.087
H: 3.83928 -0.15635 0.58641  0.128
H: 3.61520 -1.24848 -1.26921  0.131
H: 2.05004 -1.05532 -2.01896  0.048
H: 2.82567 -3.34101 -2.44543  0.134
H: 1.48804 -3.45665 -1.33958  0.098
H: 4.46682 -3.74264 -0.74236  0.127
H: 3.18751 -4.86088 -0.34720  0.129
H: 4.16632 -2.49148 1.19140  0.124
H: 3.29760 -3.87559 1.77966  0.137
H: 1.89493 -1.88819 2.08099  0.105
H: 1.15210 -2.93488 0.86246  0.119
H: 4.77623 0.60082 -2.03365  0.114
H: 5.36049 0.98940 -4.37588  0.129
H: 3.90126 2.36043 -5.81390  0.131
H: 1.83291 3.34927 -4.90704  0.126
H: 1.22299 2.98705 -2.56106  0.085
H: 3.29238 2.14197 2.67474  0.102
H: 4.97546 3.47234 3.84214  0.123
H: 6.52688 4.91076 2.57409  0.127
H: 6.40070 5.02103 0.11576  0.124
H: 4.73980 3.68625 -1.09750  0.106
S: -3.33619 0.30656 2.44665  0.892
C: -2.09989 0.15396 1.48250  -1.564
S: -0.39466 -0.29066 1.88497  0.689
S: -1.91188 0.38337 -0.26439  0.573
F: 2.36736 -0.47349 -8.28842  0.135
C: 1.80357 -0.37885 -7.09655  -0.254
C: 2.44849 -0.95241 -6.01088  0.029
C: 1.86781 -0.84595 -4.76059  -0.104
C: 0.64665 -0.19234 -4.61507  -0.359
C: 0.01805 0.38668 -5.72149  -0.099
C: 0.59731 0.28832 -6.97562  0.043
Sb: -0.52075 -0.14743 -2.87042  1.549
C: -1.10677 -2.14115 -2.65076  -0.386
C: -1.52393 -2.84510 -3.78459  -0.083
C: -1.88916 -4.17514 -3.67932  0.047
C: -1.80367 -4.79525 -2.43989  -0.247
F: -2.14657 -6.06554 -2.33829  0.138
C: -1.36080 -4.13248 -1.30247  0.028
C: -1.01359 -2.79946 -1.42900  -0.177
C: -2.16577 1.03630 -3.29690  -0.460
C: -2.02153 2.40596 -3.53124  -0.117
C: -3.12888 3.17643 -3.82693  0.037
C: -4.36994 2.55315 -3.88613  -0.246
F: -5.43040 3.28573 -4.16846  0.139
C: -4.53810 1.19415 -3.66378  0.043
C: -3.42416 0.43283 -3.36093  -0.112
H: 3.38535 -1.46964 -6.16489  0.141
H: 2.38126 -1.30142 -3.92745  0.084
H: -0.92652 0.90605 -5.62820  0.101
H: 0.12734 0.71196 -7.85261  0.143
H: -1.57770 -2.36788 -4.75690  0.119
H: -2.23661 -4.73691 -4.53530  0.144
H: -1.30887 -4.66326 -0.36212  0.138
H: -0.66206 -2.26954 -0.53972  0.039
H: -1.04764 2.88337 -3.50641  0.099
H: -3.05599 4.23754 -4.01909  0.140
H: -5.52577 0.75965 -3.73003  0.142
H: -3.54652 -0.62850 -3.17623  0.109

Forces on atoms 1 to 2 (eV/Å):
0.6 0.4 -0.4
0.0 0.3 0.2

***

Below is 4 unconnected molecules or ions with the total composition C18H44N4O2, with properties calculated with wB97M-V/def2-TZVPD.

As for the spin multiplicity: 2. The HOMO-LUMO gap (spin up / spin down) is 1.92 / 8.90 eV. As for the expectation value of S²: 0.75. The charge is -1.

Each line ends with the Mulliken spin population.
Positions of all 68 atoms, in Å:
C: -9.31793 -22.85108 5.13135  0.039
C: -9.90080 -24.19900 4.80693  0.011
N: -11.34098 -24.01932 4.61996  -0.195
C: -11.64134 -24.29225 3.19781  -0.001
C: -11.10225 -23.24826 2.23271  -0.070
C: -12.05964 -24.90452 5.56292  0.036
C: -13.54534 -24.90226 5.48592  0.014
H: -9.73266 -22.38381 6.02452  0.024
H: -9.52833 -22.23384 4.25793  0.125
H: -8.24724 -22.98484 5.28571  -0.067
H: -9.36552 -24.54562 3.92294  -0.006
H: -9.59425 -24.85790 5.61932  0.028
H: -11.29107 -25.30734 3.01074  -0.005
H: -12.70543 -24.07109 3.11476  0.030
H: -10.03246 -23.45580 2.20890  0.009
H: -11.46079 -23.35817 1.20925  0.003
H: -11.34933 -22.22137 2.50205  0.040
H: -11.60137 -24.75119 6.53994  0.020
H: -11.76675 -25.89087 5.20315  -0.001
H: -14.08969 -24.97587 4.54444  -0.014
H: -13.89203 -23.93685 5.85454  0.020
H: -13.94739 -25.72125 6.08232  0.004
C: -11.19535 -15.93612 0.89719  -0.047
C: -9.84227 -15.30507 1.25423  0.164
N: -8.73873 -15.44655 0.26254  -0.183
C: -8.96070 -14.43929 -0.74098  0.013
C: -7.92625 -14.51209 -1.88806  0.004
C: -7.50268 -15.01871 0.97798  0.069
C: -6.86622 -16.20717 1.69520  0.188
H: -11.42334 -15.69113 -0.14017  -0.118
H: -11.86951 -15.45533 1.60604  0.066
H: -11.16375 -17.02181 0.98871  0.112
H: -9.83369 -14.30025 1.67656  -0.321
H: -9.53239 -15.65849 2.23768  0.135
H: -9.93530 -14.59174 -1.20469  0.016
H: -9.04984 -13.44647 -0.29997  -0.020
H: -7.81962 -15.48727 -2.36320  0.008
H: -8.40436 -13.86503 -2.62345  -0.004
H: -6.99220 -14.00800 -1.63995  -0.004
H: -7.62029 -14.25334 1.74510  -0.033
H: -6.68660 -14.69030 0.33435  0.012
H: -6.02662 -15.88348 2.31036  -0.073
H: -6.43255 -16.77650 0.87308  0.005
H: -7.56351 -16.75397 2.32994  -0.028
C: -9.75298 -19.76447 1.45275  -0.242
C: -8.98340 -19.91193 0.20255  0.030
O: -8.67529 -21.05088 -0.20283  -0.011
N: -8.59276 -18.81444 -0.36298  -0.090
C: -7.73716 -18.69229 -1.53177  0.019
H: -9.14459 -20.20047 2.24513  -0.031
H: -10.77923 -20.13131 1.43489  -0.019
H: -9.90538 -18.70343 1.65041  0.342
H: -9.14304 -17.99975 -0.13154  0.001
H: -6.96208 -19.43986 -1.70061  -0.002
H: -7.24337 -17.78981 -1.17150  -0.001
H: -8.25354 -18.48148 -2.46825  -0.003
C: -11.54023 -16.79371 4.34724  0.736
C: -11.90533 -18.21459 3.98481  1.122
O: -11.99549 -18.55704 2.81265  -0.438
N: -12.15593 -19.02111 5.03574  0.168
C: -12.41539 -20.41877 4.79164  0.808
H: -10.50987 -16.56524 4.07471  0.335
H: -11.58965 -16.65253 5.42693  -1.492
H: -12.23271 -16.12778 3.83235  0.402
H: -12.09867 -18.68839 5.98764  -0.799
H: -13.03993 -20.52396 3.90452  0.283
H: -13.07185 -20.80981 5.56898  -0.531
H: -11.60234 -21.08632 4.50630  0.410

Forces on atoms 1 to 2 (eV/Å):
0.6 0.2 -0.2
0.3 1.0 0.8

***

Below is a molecular structure, C3H7IrO2, with properties calculated with wB97M-V/def2-TZVPD.

As for the spin multiplicity: 5. The HOMO-LUMO gap (spin up / spin down) is 9.15 / 6.00 eV. As for the expectation value of S²: 6.02. The charge is +2.

Each line ends with the Mulliken spin population.
Positions of all 13 atoms, in Å:
C: 0.14159 1.40730 -0.03232  0.344
O: -0.99651 0.90664 0.69518  0.059
C: -1.40368 -0.32023 0.55416  0.017
C: -1.25562 -1.14135 -0.53242  0.079
H: 1.22086 0.81283 0.59178  0.105
H: -0.30038 2.39647 -0.25270  0.062
H: 0.84295 1.74593 -0.80847  0.096
H: -1.73926 -0.73768 1.50872  0.003
H: -1.12810 -0.72670 -1.53695  0.023
H: -1.61164 -2.16809 -0.40817  0.014
Ir: 0.95075 -1.47203 -0.35495  2.820
O: 2.27716 -0.58221 0.50103  0.358
H: 3.00189 -0.12087 0.07511  0.019

Forces on atoms 1 to 2 (eV/Å):
-0.3 -0.1 3.6
1.4 0.4 -2.0